[1]
15
Properties=species:S:1:pos:R:3:lowdin_charge:R:1 method="wB97M-V/def2-TZVPD" multiplicity=2 lumo_energy_ev="0.731 / -2.119" de_lowest_kj_mol=240.8 largest_force_ev_per_a=5.09 homo_lumo_gap_ev="10.54 / 7.69" total_charge=0 s_squared=0.757
O 3.370 0.547 -0.194 -0.01
C 2.279 0.047 -0.511 -0.38
N 1.051 0.027 0.074 0.01
C 0.039 -0.799 -0.699 -0.15
C -1.363 -0.028 -0.615 -0.13
C -2.117 -0.256 0.791 -0.40
O -3.012 0.657 1.047 0.02
H 2.307 -0.840 -1.149 0.12
H 1.036 0.504 0.977 0.15
H 0.314 -0.774 -1.783 0.12
H -0.052 -1.809 -0.204 0.12
H -1.935 0.025 -1.491 0.08
H -1.179 1.013 -0.181 0.12
H -1.246 -0.367 1.601 0.16
H -2.495 -1.352 1.093 0.17

=====

[2]
15
Properties=species:S:1:pos:R:3:lowdin_charge:R:1 method="wB97M-V/def2-TZVPD" multiplicity=1 lumo_energy_ev=-5.717 de_lowest_kj_mol=446.4 largest_force_ev_per_a=4.16 homo_lumo_gap_ev=7.65 total_charge=+1
C 0.872 -0.481 0.437 -0.16
C -1.602 -0.809 0.250 -0.05
C 1.763 0.573 -0.038 -0.01
C -1.401 0.278 -0.693 -0.34
N -0.261 -0.644 -0.367 -0.06
O 2.994 0.481 -0.071 0.22
O -1.364 1.607 -0.348 -0.01
H 1.399 -1.499 0.463 0.18
H 0.526 -0.044 1.403 0.18
H -1.574 -0.759 1.277 0.09
H -2.200 -1.723 -0.023 0.14
H 1.373 1.552 -0.194 0.16
H -1.673 0.088 -1.793 0.18
H 3.528 -0.458 -0.047 0.28
H -2.378 1.838 -0.257 0.19

=====

[3]
15
Properties=species:S:1:pos:R:3:lowdin_charge:R:1 method="wB97M-V/def2-TZVPD" multiplicity=1 lumo_energy_ev=-4.138 de_lowest_kj_mol=292.8 largest_force_ev_per_a=3.13 homo_lumo_gap_ev=10.55 total_charge=+1
C 1.538 1.461 -0.411 0.06
C 0.683 -0.675 0.116 -0.15
C -0.786 -1.305 0.108 -0.09
C -1.899 0.636 -0.540 -0.18
N 0.517 0.690 -0.313 -0.04
O -1.604 -0.581 -0.797 0.06
O -2.047 1.118 0.588 0.24
H 1.568 2.534 -0.476 0.09
H 2.500 1.113 -0.178 0.07
H 1.114 -0.769 1.110 0.13
H 1.506 -1.068 -0.527 0.15
H -0.839 -2.386 -0.137 0.15
H -1.302 -1.404 1.166 0.17
H -2.278 1.310 -1.267 0.18
H -1.650 0.681 1.347 0.16

=====

[4]
15
Properties=species:S:1:pos:R:3:lowdin_charge:R:1 method="wB97M-V/def2-TZVPD" multiplicity=1 lumo_energy_ev="-4.615 / -6.152" de_lowest_kj_mol=361.3 largest_force_ev_per_a=3.09 homo_lumo_gap_ev="8.68 / 6.78" total_charge=+1
C 1.282 0.431 -0.025 -0.29
C 1.205 -1.815 -0.267 0.11
C -0.077 0.707 -0.112 -0.20
C -1.016 -0.373 0.244 -0.01
N -0.438 2.026 -0.097 0.22
O 2.079 1.530 -0.005 0.16
O 1.808 -0.749 0.272 0.11
H 1.692 -2.665 0.032 0.09
H 0.485 -1.845 -1.063 0.12
H -1.412 -0.973 -0.534 0.08
H -2.005 0.060 0.473 0.12
H -0.628 -1.178 0.885 0.11
H 2.965 1.304 -0.207 0.13
H -1.396 2.216 0.224 0.15
H 0.366 2.587 0.045 0.11

=====

[5]
15
Properties=species:S:1:pos:R:3:lowdin_charge:R:1 method="wB97M-V/def2-TZVPD" multiplicity=3 lumo_energy_ev="-3.643 / -7.949" de_lowest_kj_mol=172.9 largest_force_ev_per_a=9.01 homo_lumo_gap_ev="7.07 / 8.20" total_charge=+1 s_squared=2.007
C -0.127 -1.363 -0.486 0.09
C 0.643 -0.740 -1.371 -0.08
C 0.541 1.487 -0.499 -0.24
C -1.559 -0.639 1.316 0.01
N -0.405 -0.779 0.812 -0.04
O 1.167 0.440 -1.318 0.07
O 0.885 1.260 0.758 -0.03
H -0.773 -2.218 -0.785 0.17
H 1.063 -1.265 -2.272 0.18
H 0.927 2.384 -1.025 0.16
H -0.597 1.723 -0.467 0.19
H -1.677 -0.457 2.389 0.11
H -2.395 -0.792 0.679 0.08
H 0.416 -0.511 1.285 0.13
H 1.892 1.472 0.985 0.22

=====

[6]
16
Properties=species:S:1:pos:R:3:lowdin_charge:R:1 method="wB97M-V/def2-TZVPD" multiplicity=1 lumo_energy_ev=-0.235 de_lowest_kj_mol=772.5 largest_force_ev_per_a=5.24 homo_lumo_gap_ev=4.10 total_charge=-1
O 0.790 1.643 -2.293 -0.16
C 0.362 1.529 -1.056 -0.45
C 0.808 0.400 -0.205 -0.27
C 1.966 -0.233 -0.432 0.17
S -3.207 0.637 0.382 0.04
N -0.077 0.027 0.939 0.08
C -0.217 -1.537 0.997 -0.41
O 0.986 -2.121 1.101 -0.21
H -0.829 1.544 -0.962 0.11
H 0.606 2.546 -0.381 0.16
H 2.295 -0.900 0.350 0.06
H 2.452 0.246 -1.203 0.05
H -3.245 -0.744 0.162 -0.32
H -0.984 0.504 0.728 -0.07
H -0.747 -1.749 0.071 0.10
H -0.958 -1.792 1.802 0.12

=====

[7]
16
Properties=species:S:1:pos:R:3:lowdin_charge:R:1 method="wB97M-V/def2-TZVPD" multiplicity=1 lumo_energy_ev=0.009 de_lowest_kj_mol=539.9 largest_force_ev_per_a=4.24 homo_lumo_gap_ev=4.29 total_charge=-1
C 0.067 0.549 2.116 -0.14
N -1.340 0.731 1.832 0.04
C -1.687 0.112 0.610 -0.35
C -1.094 0.879 -0.664 -0.68
S -1.373 -0.145 -2.090 0.45
C 2.050 -0.767 -0.162 -0.63
O 2.195 -1.663 0.755 -0.19
O 2.615 0.382 -0.285 -0.17
H 0.455 -0.301 2.820 0.14
H 0.468 1.524 2.589 0.10
H 0.646 0.408 1.174 0.03
H -2.776 -0.003 0.425 0.10
H -1.225 -0.900 0.464 0.11
H -1.809 1.739 -0.731 0.06
H -0.071 1.264 -0.436 0.07
H 1.166 -0.921 -0.853 0.06

=====

[8]
16
Properties=species:S:1:pos:R:3:lowdin_charge:R:1 method="wB97M-V/def2-TZVPD" multiplicity=1 lumo_energy_ev=-6.076 de_lowest_kj_mol=170.9 largest_force_ev_per_a=4.01 homo_lumo_gap_ev=5.89 total_charge=+1
C -0.229 -0.409 2.231 -0.51
C 0.451 0.990 -1.374 -0.17
C 1.382 1.184 -2.331 -0.20
C -1.019 -1.310 1.579 -0.20
N -2.149 -1.854 1.948 0.21
O 0.439 1.404 -0.076 -0.14
O 1.299 0.719 -3.530 0.13
S 1.231 -0.012 1.564 1.02
H -0.396 0.111 3.127 0.05
H -0.148 0.115 -1.612 0.13
H 2.018 1.935 -1.998 0.12
H -0.619 -1.747 0.750 0.10
H -2.622 -2.504 1.250 0.19
H -2.722 -1.453 2.625 0.12
H 1.231 1.891 0.066 0.07
H 1.852 0.940 -4.220 0.10